Entry 1:
Computed, not measured: 2 unconnected molecules or ions with the total composition C17H31N4O5 at a distorted geometry, with ωB97M-V with the def2-TZVPD basis set.

```
57
C17H31N4O5 ωB97M-V with the def2-TZVPD basis set
O 0.363 -1.772 -1.001
O 5.211 1.318 1.216
O 1.159 -0.653 0.726
O -4.132 0.684 -1.059
O 5.291 -0.403 -2.951
N -4.610 -0.797 0.545
N -1.225 0.530 -0.277
N 6.075 1.249 -0.846
N 3.453 0.340 -1.856
C -6.546 -2.041 0.970
C -3.667 2.176 2.176
C -5.900 -1.116 -0.051
C 5.117 0.961 0.042
C -1.197 2.414 1.943
C 4.126 -0.025 -2.946
C 3.874 -1.266 -0.013
C -2.393 0.570 0.637
C 3.848 0.219 -0.433
C 2.664 -2.118 -0.453
C 7.299 1.989 -0.553
C -3.737 0.130 -0.034
C 3.361 0.053 -4.244
C 1.291 -1.464 -0.219
C -4.255 -1.680 1.646
C -5.363 -2.731 1.641
C -2.488 2.013 1.204
H 3.943 -0.425 -5.029
H 2.703 -3.069 0.083
H -6.512 -0.222 -0.213
H 3.051 0.687 0.144
H -5.604 -3.075 2.651
H -1.216 -0.333 -0.837
H -4.247 -1.129 2.592
H -3.673 3.185 2.601
H -2.634 2.704 0.366
H 5.958 0.852 -1.772
H 8.053 1.303 -0.164
H -0.967 1.694 2.735
H 2.775 -2.346 -1.517
H 4.778 -1.731 -0.407
H 2.487 0.595 -2.001
H -3.277 -2.152 1.498
H -5.048 -3.593 1.043
H 3.936 -1.304 1.076
H -4.621 2.025 1.661
H 2.410 -0.467 -4.128
H -0.345 0.537 0.260
H -7.099 -1.449 1.706
H -0.349 2.451 1.253
H -3.592 1.454 2.995
H -5.759 -1.629 -1.009
H -1.306 3.406 2.392
H 3.184 1.097 -4.492
H 7.098 2.756 0.197
H 7.669 2.466 -1.461
H -2.184 -0.114 1.463
H -7.231 -2.754 0.502
```

**Net charge**: -1
**Frontier orbital gap**: 7.7 eV
**Lowest unoccupied orbital energy**: 2.8 eV
**HOMO energy**: -4.9 eV

Quick look at the Löwdin charges, all values in e: O -0.077; O 0.031; O -0.070; O 0.040; O 0.014; N -0.053; N 0.058; N 0.027; N 0.133; C -0.182; C -0.084; C -0.160; C -0.456; C -0.077; C -0.554; C -0.142; C -0.276; C -0.181; C -0.115; C -0.064; C -0.361; C 0.004; C -0.722; C -0.163; C -0.177; C -0.379; H 0.080; H 0.109; H 0.120; H 0.140; H 0.106; H 0.055; H 0.112; H 0.068; H 0.135; H 0.084; H 0.079; H 0.085; H 0.097; H 0.109; H 0.152; H 0.126; H 0.111; H 0.117; H 0.070; H 0.086; H 0.031; H 0.108; H 0.071; H 0.073; H 0.124; H 0.068; H 0.082; H 0.079; H 0.076; H 0.123; H 0.106


Entry 2:
Computed, not measured: a single C10H11N3O2 molecule at a distorted geometry, with ωB97M-V with the def2-TZVPD basis set.

```
26
C10H11N3O2 ωB97M-V with the def2-TZVPD basis set
O -4.054 -2.003 -0.087
O -3.699 -0.259 -1.412
N -1.164 0.142 -0.631
N -2.162 -0.810 0.081
N -3.399 -1.061 -0.515
C -1.403 -1.818 0.736
C 2.341 -0.941 -1.045
C -0.375 2.616 -0.392
C 0.055 -0.461 -0.506
C -1.407 1.510 -0.209
C -0.049 -1.680 0.118
C 2.280 -2.092 -0.215
C 1.322 -0.051 -1.090
C 1.105 -2.434 0.356
C -0.589 2.020 0.973
H -1.854 -2.755 0.631
H -1.506 -1.614 1.799
H 0.203 1.344 1.059
H 1.088 -3.201 1.135
H 3.193 -2.605 0.167
H 1.259 0.556 -1.934
H -2.424 1.837 -0.285
H -1.077 2.396 1.872
H 3.169 -0.877 -1.700
H -0.895 3.536 -0.678
H 0.618 2.451 -0.942
```

**Relative energy (zero: lowest compared OMol25 entry of this formula, charge and spin)**: 7.025 eV
**Net charge**: 0
**Frontier orbital gap**: 8.9 eV
**Lowest unoccupied orbital energy**: 0.7 eV
**HOMO energy**: -8.2 eV
**SMILES**: O=[N+]([O-])N1Cc2ccccc2N1C1CC1

Quick look at the Löwdin charges, all values in e: O 0.071; O 0.055; N 0.059; N 0.036; N -0.370; C -0.084; C -0.079; C -0.090; C -0.194; C -0.240; C -0.128; C -0.095; C -0.008; C -0.046; C -0.085; H 0.108; H 0.136; H 0.071; H 0.123; H 0.117; H 0.094; H 0.131; H 0.109; H 0.096; H 0.100; H 0.116


Entry 3:
Computed, not measured: 3 unconnected molecules or ions with the total composition C23H35N3O4P at a distorted geometry, with ωB97M-V with the def2-TZVPD basis set.

```
66
C23H35N3O4P ωB97M-V with the def2-TZVPD basis set
P -0.407 -1.046 -2.330
O -2.922 5.162 -0.227
O -3.267 4.702 -2.409
O 5.825 0.684 3.252
O 3.944 -0.512 2.891
N -0.046 0.708 0.530
N 0.136 -2.785 1.508
N -0.014 -0.691 0.603
C 4.282 -1.081 0.642
C -1.451 1.101 0.962
C 5.178 -0.038 2.554
C -0.248 -2.581 -3.445
C 0.153 -1.417 1.766
C 0.326 -0.738 3.165
C -3.319 6.205 0.677
C 5.601 -0.593 1.217
C -1.648 -3.256 -3.768
C 1.199 -0.077 -2.714
C 3.496 -1.431 1.889
C -3.580 7.413 -0.199
C -0.725 -5.289 -1.061
C -4.084 6.779 -1.484
C -0.172 -1.559 -0.528
C -1.082 -4.320 3.038
C 0.311 -3.899 2.455
C -0.093 -2.894 0.094
C -2.023 -4.899 3.589
C 2.389 -1.155 -2.738
C -3.384 5.444 -1.476
C -2.095 2.177 -0.017
C -0.227 -4.252 -0.604
H -1.285 -6.164 -1.464
H 0.273 -2.198 -4.377
H -2.643 7.939 -0.393
H 3.789 -0.262 0.110
H -0.708 -0.394 3.472
H 1.016 0.143 3.157
H 0.745 -4.755 1.857
H 6.303 -1.413 1.379
H 0.007 0.990 -0.453
H -3.804 7.362 -2.358
H -1.878 -3.023 -4.848
H -1.423 1.423 2.036
H 2.422 -1.314 1.742
H 0.495 -3.297 -2.978
H -2.831 2.853 0.478
H -2.458 -2.879 -3.077
H 4.386 -1.917 -0.051
H 0.607 -1.532 3.914
H -1.248 2.703 -0.532
H 3.698 -2.450 2.234
H 0.991 -3.635 3.317
H 1.456 0.658 -1.905
H 2.231 -1.892 -1.898
H -2.102 0.173 0.924
H -4.278 8.123 0.245
H 2.428 -1.717 -3.708
H -2.697 -5.523 4.222
H 6.050 0.179 0.597
H -5.163 6.614 -1.461
H 1.099 0.475 -3.693
H -1.519 -4.367 -3.604
H 3.357 -0.616 -2.511
H -2.631 1.583 -0.819
H -4.215 5.879 1.214
H -2.523 6.388 1.398
```

**Relative energy (zero: lowest compared OMol25 entry of this formula, charge and spin)**: 0.000 eV
**Net charge**: +1
**Frontier orbital gap**: 8.5 eV
**Lowest unoccupied orbital energy**: -2.8 eV
**HOMO energy**: -11.2 eV

Quick look at the Löwdin charges, all values in e: P 0.999; O -0.012; O 0.121; O 0.146; O 0.023; N 0.037; N -0.002; N -0.087; C -0.163; C -0.211; C -0.475; C -0.417; C -0.196; C 0.030; C -0.157; C -0.067; C -0.157; C -0.380; C -0.167; C -0.158; C 0.133; C -0.075; C -0.233; C -0.078; C -0.102; C -0.129; C 0.110; C -0.172; C -0.482; C -0.070; C -0.058; H 0.079; H 0.085; H 0.123; H 0.113; H 0.101; H 0.105; H 0.140; H 0.139; H 0.070; H 0.131; H 0.081; H 0.105; H 0.081; H 0.065; H 0.073; H 0.067; H 0.118; H 0.094; H 0.083; H 0.134; H 0.136; H 0.059; H 0.052; H 0.124; H 0.121; H 0.072; H 0.065; H 0.133; H 0.137; H 0.088; H 0.060; H 0.073; H 0.086; H 0.129; H 0.127


Entry 4:
Computed, not measured: a molecular structure, C28H44BrMgN3P2S at a distorted geometry, with ωB97M-V with the def2-TZVPD basis set.

```
80
C28H44BrMgN3P2S ωB97M-V with the def2-TZVPD basis set
Br 0.666 -0.638 -0.732
S -1.797 -0.917 -0.396
P 4.605 1.541 -2.482
P -0.556 2.951 -0.268
Mg 0.905 -1.119 -5.479
N -0.736 -2.587 1.455
N -2.358 -1.359 2.233
N -2.856 0.056 -9.965
C -1.834 -0.848 -7.539
C -1.147 0.100 -8.322
C 0.451 1.502 -2.471
C 1.132 3.200 1.936
C -0.899 0.310 -4.090
C -0.731 5.174 -1.970
C 0.100 4.549 -0.844
C -2.026 0.949 -3.544
C 3.729 1.122 -4.017
C -0.977 -0.743 -5.084
C 5.825 -0.673 -1.415
C -3.152 -1.202 -7.946
C 0.594 2.222 0.901
C -1.930 1.628 -2.339
C -0.694 -2.860 2.874
C -0.678 1.772 -1.699
C 4.486 1.637 -5.246
C 4.499 0.104 -1.351
C 3.587 2.822 -1.644
C -2.175 3.138 0.450
C -3.610 -0.737 -9.204
C 4.438 3.951 -1.046
C -1.675 0.506 -9.561
C -1.109 -1.166 -6.300
C -1.845 -2.013 3.423
C -2.326 4.121 1.620
C -1.646 -1.655 1.121
C 0.370 0.703 -3.620
H -1.784 3.790 2.519
H 4.933 3.632 -0.117
H -3.110 -0.670 2.248
H 5.864 -1.452 -0.640
H -0.197 0.513 -7.972
H 0.077 1.383 1.384
H -0.850 -3.924 3.074
H 1.126 4.367 -1.196
H 2.748 1.610 -3.978
H 5.553 1.392 -5.192
H 0.008 -2.832 0.815
H 2.896 3.260 -2.380
H -3.832 -1.816 -7.348
H 4.079 1.186 -6.160
H 3.589 0.028 -4.052
H -2.609 -2.637 3.897
H 0.270 -2.568 3.306
H -1.098 1.187 -10.206
H 3.640 -0.531 -1.597
H -1.655 5.643 -1.591
H 1.424 1.839 -2.122
H -1.512 -1.282 4.169
H -2.812 2.064 -1.898
H 2.998 2.343 -0.845
H -3.397 4.183 1.877
H 1.208 0.620 -4.338
H 0.490 4.075 2.070
H 5.970 -1.150 -2.395
H -2.480 2.137 0.782
H 1.227 2.700 2.906
H 3.806 4.825 -0.825
H 5.214 4.259 -1.760
H 2.122 3.565 1.644
H -0.134 5.940 -2.482
H 6.664 0.017 -1.246
H 4.356 0.465 -0.324
H 1.408 1.762 0.332
H -4.599 -1.016 -9.609
H -2.933 0.918 -4.160
H -2.000 5.146 1.379
H 4.393 2.729 -5.322
H -2.863 3.438 -0.350
H 0.200 5.263 -0.006
H -0.996 4.425 -2.726
```

**Relative energy (zero: lowest compared OMol25 entry of this formula, charge and spin)**: 4.074 eV
**Net charge**: +2
**Frontier orbital gap (spin up / spin down)**: 4.7 / 4.4 eV
**Lowest unoccupied orbital energy (spin up / spin down)**: -7.6 / -7.8 eV
**HOMO energy (spin up / spin down)**: -12.3 / -12.2 eV

Quick look at the Löwdin charges, all values in e: Br 0.350; S 0.611; P 0.989; P 1.027; Mg 1.185; N 0.016; N 0.029; N 0.059; C -0.224; C -0.041; C -0.214; C -0.108; C -0.253; C -0.109; C -0.297; C 0.001; C -0.469; C -0.127; C -0.174; C 0.008; C -0.362; C -0.106; C -0.119; C -0.407; C -0.159; C -0.439; C -0.461; C -0.324; C -0.108; C -0.157; C -0.117; C -0.076; C -0.122; C -0.107; C -0.794; C -0.138; H 0.078; H 0.078; H 0.153; H 0.074; H 0.099; H 0.078; H 0.130; H 0.082; H 0.031; H 0.072; H 0.097; H 0.065; H 0.115; H 0.060; H 0.067; H 0.128; H 0.129; H 0.122; H 0.033; H 0.087; H 0.061; H 0.126; H 0.104; H 0.039; H 0.093; H 0.049; H 0.058; H 0.068; H 0.092; H 0.091; H 0.066; H 0.069; H 0.082; H 0.091; H 0.067; H 0.079; H 0.021; H 0.125; H 0.143; H 0.084; H 0.081; H 0.095; H 0.106; H 0.069